Entry 1:
123
Properties=species:S:1:pos:R:3 method="wB97M-V/def2-TZVPD" total_energy_ev=-143121.5253 total_charge=0
Ag -0.62 0.04 -1.28
C -2.15 3.92 0.00
C -3.58 3.66 -0.42
C -4.21 4.96 -0.89
O -4.42 5.69 0.32
C -4.40 7.09 0.06
N -3.55 2.63 -1.52
H -3.18 3.12 -2.34
H -3.02 1.81 -1.31
H -4.42 2.21 -1.83
H -1.57 4.36 -0.85
H -1.70 2.98 0.30
H -2.11 4.65 0.85
H -4.20 3.28 0.38
H -5.07 4.87 -1.57
H -3.36 5.46 -1.35
H -4.60 7.65 0.96
H -5.04 7.45 -0.77
H -3.41 7.41 -0.23
C 5.12 -0.54 2.94
C 4.46 -0.82 1.65
C 3.61 0.25 1.01
C 4.43 1.55 0.91
N 3.80 2.73 0.24
C 3.67 2.54 -1.25
C 3.54 3.92 -1.85
C 4.32 4.82 -0.87
C 4.75 3.89 0.30
C 2.49 2.91 0.86
C 2.37 3.12 2.41
C 1.23 4.05 2.71
H 5.86 0.20 2.75
H 5.49 -1.53 3.17
H 4.46 -0.29 3.78
H 3.74 -1.67 1.82
H 5.26 -1.19 1.03
H 2.75 0.42 1.73
H 3.30 -0.11 0.06
H 5.38 1.33 0.34
H 4.70 1.90 1.93
H 2.79 1.87 -1.44
H 4.57 2.03 -1.54
H 2.55 4.23 -2.05
H 4.04 3.85 -2.81
H 3.87 5.78 -0.51
H 5.29 5.15 -1.35
H 4.73 4.29 1.31
H 5.72 3.45 0.17
H 1.90 2.01 0.61
H 2.06 3.78 0.36
H 3.23 3.52 2.87
H 2.11 2.14 2.77
H 1.11 4.24 3.77
H 0.34 3.50 2.42
H 1.16 4.91 2.09
C -3.51 -3.53 3.98
C -3.24 -4.60 2.99
C -2.14 -4.17 1.98
C -1.76 -5.33 1.10
N -0.93 -4.88 -0.05
C -1.74 -3.92 -0.94
C -1.69 -4.50 -2.35
C -1.58 -5.98 -2.10
C -0.50 -6.06 -1.02
C 0.36 -4.20 0.37
C 1.25 -5.04 1.26
C 2.58 -4.36 1.51
H -3.65 -2.60 3.41
H -2.72 -3.35 4.68
H -4.44 -3.50 4.51
H -4.12 -4.87 2.45
H -2.88 -5.49 3.52
H -1.30 -3.90 2.61
H -2.44 -3.26 1.41
H -2.63 -5.88 0.74
H -1.09 -6.02 1.64
H -1.46 -2.92 -0.74
H -2.70 -3.95 -0.51
H -0.92 -4.14 -3.00
H -2.59 -4.10 -2.83
H -1.32 -6.56 -3.05
H -2.55 -6.25 -1.68
H 0.49 -5.85 -1.41
H -0.49 -6.96 -0.42
H 0.08 -3.23 0.76
H 0.90 -4.05 -0.56
H 1.44 -6.02 0.79
H 0.66 -5.20 2.22
H 2.37 -3.41 1.99
H 3.25 -4.22 0.65
H 3.05 -4.97 2.28
C 2.15 -2.40 -3.97
F 1.52 -1.48 -4.69
F 1.50 -3.57 -4.26
F 3.39 -2.49 -4.42
S 2.10 -2.05 -2.14
O 0.67 -1.79 -1.89
O 2.52 -3.23 -1.41
O 2.97 -0.93 -2.05
C -5.39 -1.10 -0.72
F -4.80 -1.73 0.28
F -6.45 -1.80 -1.04
F -5.77 0.11 -0.18
S -4.10 -0.69 -2.04
O -3.01 -0.09 -1.24
O -3.75 -1.96 -2.58
O -4.76 0.31 -2.79
C 0.60 2.90 -4.67
F -0.04 3.95 -5.29
F 0.29 1.86 -5.41
F 1.94 3.12 -4.67
S 0.03 2.68 -2.88
O -1.36 2.37 -2.88
O 0.86 1.64 -2.33
O 0.28 3.99 -2.27
C -1.80 0.97 2.65
F -2.80 1.16 1.73
F -1.34 2.21 3.02
F -2.40 0.43 3.73
S -0.38 -0.01 1.95
O 0.10 0.74 0.82
O 0.50 -0.02 3.05
O -0.94 -1.30 1.55

***

Entry 2:
42
Properties=species:S:1:pos:R:3 method="wB97M-V/def2-TZVPD" total_charge=0 de_lowest_kj_mol=498.2
H -0.62 -0.86 0.08
H 0.39 0.04 -0.71
H 2.28 1.16 -2.71
H 1.96 0.67 -1.31
H 1.84 -3.04 1.07
H 1.23 -3.99 0.08
H -0.52 -1.24 3.86
H -1.21 -0.03 3.68
H 1.91 1.92 0.34
H 2.71 2.32 -0.91
H -2.31 0.49 -4.06
H -1.51 -0.33 -3.12
H 0.85 1.98 2.75
H 2.27 1.51 3.06
H 3.94 0.91 -2.47
H 5.29 0.66 -3.06
H 3.59 -1.11 1.44
H 5.11 -0.84 0.97
H -3.94 -2.24 -2.02
H -2.64 -1.99 -2.59
H -1.64 2.10 -0.12
H -2.75 3.17 -0.42
H -5.24 0.25 -0.99
H -5.04 -0.17 0.36
H -2.14 -5.01 0.82
H -1.11 -4.07 1.40
H -1.70 2.56 1.79
H -0.62 3.64 1.70
O -0.31 0.02 0.01
O 1.68 1.25 -1.94
O 1.19 -3.76 1.08
O -0.91 -0.79 3.16
O 2.54 2.58 0.00
O -1.44 0.24 -3.90
O 1.78 2.12 2.49
O 4.69 1.36 -2.89
O 4.57 -1.00 1.75
O -3.38 -1.45 -2.36
O -2.29 2.72 0.24
O -5.73 -0.10 -0.31
O -1.39 -5.03 1.45
O -1.37 3.40 2.29

***

Entry 3:
72
Properties=species:S:1:pos:R:3 method="wB97M-V/def2-TZVPD" total_charge=0 smiles=BrCCBr.BrCCBr.BrCCBr.BrCCBr.BrCCBr.BrCCBr.BrCCBr.BrCCBr.BrCCBr de_lowest_kj_mol=192.4
Br -4.36 0.93 5.62
C -3.71 1.23 3.76
C -4.09 2.70 3.29
Br -3.22 3.02 1.54
H -4.17 0.47 3.12
H -2.66 0.97 3.61
H -3.75 3.41 4.05
H -5.17 2.83 3.26
Br -0.18 7.63 0.97
C -0.71 5.79 1.00
C 0.34 5.02 0.13
Br -0.05 3.11 0.13
H -1.69 5.59 0.58
H -0.59 5.46 2.03
H 1.37 5.11 0.48
H 0.39 5.24 -0.94
Br 0.61 -2.65 -6.37
C 1.70 -1.89 -4.76
C 0.98 -2.52 -3.50
Br -0.84 -1.68 -3.20
H 1.75 -0.80 -4.80
H 2.73 -2.26 -4.78
H 1.58 -2.33 -2.61
H 0.93 -3.59 -3.67
Br -4.21 0.23 -0.67
C -3.16 1.39 -1.89
C -4.06 1.65 -3.09
Br -2.90 2.57 -4.33
H -2.26 0.82 -2.11
H -2.83 2.32 -1.42
H -4.91 2.29 -2.85
H -4.33 0.72 -3.59
Br 1.34 -8.53 -1.52
C 1.67 -6.96 -0.50
C 1.73 -5.76 -1.43
Br 2.22 -4.16 -0.46
H 2.65 -6.89 -0.02
H 0.86 -6.83 0.21
H 0.87 -5.64 -2.09
H 2.61 -5.97 -2.04
Br -0.72 -5.50 3.13
C -1.22 -3.94 4.16
C -2.73 -3.95 4.53
Br -2.87 -2.72 6.09
H -1.08 -3.09 3.49
H -0.58 -3.81 5.03
H -2.94 -4.94 4.95
H -3.51 -3.71 3.80
Br 5.40 3.55 0.52
C 3.77 2.58 1.00
C 3.60 2.65 2.58
Br 1.85 1.79 3.10
H 3.76 1.55 0.65
H 2.92 3.11 0.56
H 3.48 3.71 2.79
H 4.41 2.28 3.19
Br 1.74 -0.37 -0.31
C 0.24 -1.39 0.58
C -1.06 -0.53 0.64
Br -2.42 -1.25 1.92
H 0.57 -1.58 1.60
H 0.19 -2.31 -0.01
H -1.57 -0.58 -0.32
H -0.86 0.50 0.93
Br 1.18 1.75 -3.71
C 2.85 1.80 -2.68
C 4.02 2.34 -3.51
Br 4.50 0.99 -4.96
H 3.12 0.81 -2.30
H 2.74 2.48 -1.83
H 4.83 2.42 -2.79
H 3.92 3.33 -3.96